C54H56BaGeN3O3P2S5 as an isolated structure, computed with the ωB97M-V functional and the def2-TZVPD basis.

XYZ file:
```
125
Properties=species:S:1:pos:R:3:mulliken_charge:R:1
Ba 0.04292 0.33907 0.60352 1.91
O -6.65838 0.75995 4.09463 -0.57
C -5.60595 0.77750 3.52790 0.58
S -5.41554 0.41800 1.79160 -0.14
C -3.69597 0.61506 1.68931 -0.34
C -3.02914 0.93742 2.89490 0.05
S -1.38846 1.19247 3.12476 0.05
S -4.04637 1.08901 4.30554 -0.13
S -2.98717 0.43246 0.15892 0.04
C 2.64685 5.22460 -5.75221 -0.67
S 0.96952 5.87799 -5.78892 -0.10
C 0.82169 6.56838 -4.11554 -1.14
C 0.12427 5.66269 -3.10782 -0.47
C 0.86225 4.34796 -2.90931 -0.72
N 0.21349 3.48171 -1.91174 0.54
P 0.82747 3.32362 -0.30591 0.15
C 2.15829 4.53953 -0.15689 -0.07
C 3.46003 4.04891 -0.24406 -0.05
C 4.54143 4.92038 -0.20609 -0.75
C 4.32439 6.28286 -0.08199 -0.51
C 3.02849 6.77890 0.01290 -0.93
C 1.94987 5.91338 -0.02282 -0.35
C -0.47643 4.05506 0.76153 0.72
C -0.12884 4.44367 2.05707 -0.73
C -1.09721 4.88201 2.94338 -0.67
C -2.43203 4.91720 2.55564 -0.55
C -2.78495 4.52236 1.27561 -0.42
C -1.81057 4.09641 0.38104 -0.74
P -0.63935 2.07489 -2.42151 1.24
C -1.90353 2.77277 -3.51920 0.36
C -3.17200 2.97904 -2.97688 -0.23
C -4.15221 3.62239 -3.71747 -0.73
C -3.87370 4.05461 -5.00577 -0.62
C -2.62454 3.82352 -5.56532 -0.68
C -1.64558 3.17599 -4.82910 -0.38
C 0.51121 1.20515 -3.53518 0.77
C 1.88752 1.30248 -3.33159 -0.58
C 2.77019 0.55777 -4.09930 -0.73
C 2.28780 -0.29906 -5.07737 -0.66
C 0.91924 -0.41622 -5.27506 -0.68
C 0.03669 0.32759 -4.50814 -0.82
H 2.87255 4.86557 -6.75532 0.38
H 2.76038 4.39041 -5.06022 0.07
H 3.36641 6.00319 -5.50024 0.30
H 0.27702 7.50698 -4.21765 0.50
H 1.82786 6.82109 -3.77089 0.39
H -0.89985 5.45876 -3.42785 0.20
H 0.06055 6.18707 -2.14934 0.16
H 1.89486 4.55212 -2.61029 0.81
H 0.91845 3.80766 -3.85566 0.10
H 3.62191 2.98035 -0.33562 0.28
H 5.54907 4.53103 -0.26770 0.47
H 5.16410 6.96483 -0.04723 0.40
H 2.86297 7.84331 0.11809 0.44
H 0.94186 6.29895 0.06903 0.48
H 0.90365 4.39696 2.38721 0.52
H -0.81278 5.17904 3.94418 0.41
H -3.19301 5.24160 3.25308 0.42
H -3.82248 4.53840 0.96562 0.46
H -2.10120 3.79849 -0.61767 0.04
H -3.39268 2.61708 -1.97824 0.12
H -5.13433 3.77870 -3.29097 0.47
H -4.63513 4.56435 -5.58188 0.39
H -2.40630 4.15626 -6.57154 0.44
H -0.67560 2.99334 -5.27390 0.33
H 2.28181 1.95697 -2.56244 0.27
H 3.83483 0.64917 -3.92696 0.47
H 2.97414 -0.87760 -5.68144 0.40
H 0.53746 -1.08826 -6.03265 0.44
H -1.02973 0.22406 -4.67564 0.52
O 2.95137 0.54149 -0.23838 -0.07
H 2.62042 -0.18780 -0.78966 0.20
H 3.32472 0.12080 0.54787 0.18
O 1.48173 -1.60203 -1.30267 -0.43
H 0.58310 -1.99764 -1.25163 0.51
H 2.05055 -2.28086 -0.91690 0.15
C -2.17313 -3.40749 5.20850 -0.67
C -0.98475 -3.11998 5.86470 -0.67
C 0.09955 -2.61392 5.15972 0.23
C 0.03172 -2.38331 3.78722 -0.06
C -1.17532 -2.68031 3.14948 -0.47
C -2.26779 -3.18758 3.84167 -0.74
Ge 1.48099 -1.60825 2.65785 0.34
C 2.51337 -0.50940 3.97395 0.07
C 1.86575 0.33080 4.88119 -0.26
C 2.57352 1.17133 5.73031 -0.89
C 3.95989 1.19958 5.68896 -0.48
C 4.62653 0.37512 4.79309 -0.75
C 3.90922 -0.46506 3.95140 -0.14
C 2.75400 -3.11965 2.39888 -0.29
C 3.68484 -3.06049 1.36122 0.02
C 4.61103 -4.07065 1.13071 -0.79
C 4.61641 -5.19170 1.94665 -0.57
C 3.69780 -5.28071 2.98400 -0.71
C 2.78594 -4.25788 3.20479 -0.11
H -3.02098 -3.79556 5.75929 0.38
H -0.90313 -3.28603 6.93222 0.41
H 1.01354 -2.38242 5.69764 0.41
H -1.27911 -2.51524 2.07959 0.06
H -3.19050 -3.40337 3.31513 0.50
H 0.78121 0.32773 4.94105 0.44
H 2.03610 1.80156 6.42928 0.44
H 4.51597 1.85133 6.35117 0.38
H 5.70952 0.37862 4.75493 0.42
H 4.46064 -1.11421 3.27757 0.30
H 3.70320 -2.19409 0.70001 0.25
H 5.32245 -3.98245 0.31845 0.41
H 5.32932 -5.98915 1.77943 0.37
H 3.69421 -6.15236 3.62734 0.40
H 2.07655 -4.35556 4.01988 0.30
C -4.46037 -3.78360 -1.28070 -1.30
C -3.01773 -3.71467 -0.92084 0.76
C -2.13689 -4.66261 -0.44953 -1.48
C -0.92026 -3.98678 -0.25550 0.62
N -1.03844 -2.70355 -0.59776 -0.32
N -2.31966 -2.57107 -1.01199 0.16
C 0.33745 -4.54657 0.30911 -0.28
H -4.82526 -4.80250 -1.17227 0.35
H -4.62930 -3.47200 -2.31207 0.31
H -5.05554 -3.13905 -0.63177 0.27
H -2.34729 -5.69932 -0.25197 0.46
H -2.68802 -1.65359 -1.21074 0.13
H 0.65221 -5.43972 -0.23105 0.46
H 0.19351 -4.81983 1.35626 0.22
H 1.14932 -3.82340 0.29667 -0.41
```

Results
HOMO energy (spin up / spin down) = -6.55 / -6.55 eV
Multiplicity = 2
Relative energy (zero: lowest compared OMol25 entry of this formula, charge and spin) = 16.0 kJ/mol
Orbital gap (spin up / spin down) = 0.24445 / 0.17828 hartree

C54H57LaN3O6SSi3 as an isolated structure, computed with the ωB97M-V functional and the def2-TZVPD basis.

XYZ file:
```
125
Properties=species:S:1:pos:R:3:mulliken_charge:R:1
La 0.19274 -0.00628 -0.09066 1.73
O -0.35568 -1.77876 1.11780 0.62
C -0.04033 -2.73799 1.90295 -0.26
C -1.03344 -3.67456 2.30101 -0.25
C -0.74390 -4.75587 3.08860 -0.93
C 0.55633 -4.96114 3.54853 -0.76
C 1.53954 -4.05616 3.21956 -0.94
C 1.28302 -2.93977 2.41720 0.49
C 2.34535 -2.01869 2.09527 -0.19
N 2.25310 -0.91198 1.37229 0.96
C 3.50786 -0.38820 1.30070 -0.05
C 4.38147 -1.16355 1.99411 -1.79
N 3.63635 -2.19250 2.50047 0.19
H -2.03465 -3.49952 1.93273 0.28
H -1.52663 -5.45611 3.35421 0.40
H 0.79267 -5.82032 4.16074 0.40
H 2.53824 -4.22412 3.60553 0.27
H 3.68949 0.50390 0.73798 0.17
H 5.43695 -1.09022 2.15753 0.51
H 3.99346 -2.96231 3.03841 0.21
O -0.20332 0.88369 2.39294 -0.73
H -0.96764 0.33309 2.62426 -0.04
H -0.58735 1.74801 2.10362 0.33
O -1.35570 2.85044 0.90625 -0.75
H -1.92189 2.09415 0.61376 -0.06
H -0.68021 2.89313 0.20220 0.23
O 0.58256 2.06687 -0.83106 -0.99
O 1.46578 2.11310 0.34082 0.76
C 5.29097 3.79499 -3.11603 -0.55
C 4.20757 4.65683 -3.09218 -0.55
C 3.31549 4.62328 -2.03324 -0.49
C 3.47825 3.73494 -0.97353 0.54
C 4.57852 2.88378 -1.01782 0.11
C 5.47579 2.90854 -2.07059 -0.58
Si 2.16399 3.59355 0.39545 -0.08
C 2.70179 3.60951 2.21654 0.40
C 3.71697 2.80190 2.71662 0.30
C 3.95380 2.69541 4.07507 -0.72
C 3.18748 3.41978 4.96998 -0.48
C 2.18609 4.24779 4.49254 -0.62
C 1.94301 4.33203 3.13370 -0.42
H 5.98769 3.81370 -3.94322 0.39
H 4.06106 5.35299 -3.90746 0.39
H 2.46910 5.29556 -2.02906 0.33
H 4.74171 2.18028 -0.21551 0.12
H 6.32005 2.23216 -2.07953 0.38
H 1.18191 4.66110 0.16841 -0.49
H 4.33327 2.23036 2.04215 0.17
H 4.73123 2.03720 4.43793 0.41
H 3.36341 3.33201 6.03274 0.38
H 1.58476 4.81612 5.18901 0.39
H 1.14113 4.96251 2.77567 0.34
C 1.46571 -2.24921 -6.46782 -0.60
C 1.92305 -0.95657 -6.28216 -0.53
C 2.16874 -0.49503 -4.99924 -0.25
C 1.97657 -1.30211 -3.87683 -0.25
C 1.52161 -2.60101 -4.09544 -0.45
C 1.26933 -3.07175 -5.36972 -0.63
Si 2.20819 -0.60712 -2.07991 1.27
C 3.55262 -1.84052 -1.43049 0.44
C 4.90973 -1.54370 -1.50857 -0.34
C 5.86971 -2.39538 -0.99371 -0.67
C 5.48685 -3.57837 -0.38532 -0.57
C 4.14199 -3.89894 -0.30130 -0.80
C 3.19110 -3.03693 -0.81740 -0.09
H 1.26514 -2.61128 -7.46733 0.37
H 2.08820 -0.30956 -7.13582 0.41
H 2.53280 0.51513 -4.85996 0.50
H 1.35460 -3.24747 -3.24680 0.42
H 0.90134 -4.07932 -5.51116 0.39
H 3.14830 0.52178 -2.49233 -0.63
H 5.21481 -0.61892 -1.97854 0.30
H 6.91955 -2.13700 -1.05959 0.39
H 6.23274 -4.24608 0.02532 0.39
H 3.83544 -4.81965 0.17953 0.44
H 2.14270 -3.29425 -0.72283 0.36
C -5.42889 1.18050 -1.17435 -1.91
C -5.18984 1.28108 0.33027 2.53
C -4.86653 2.73704 0.66056 -1.82
C -6.48470 0.91872 1.05604 -2.08
Si -3.70438 0.12100 0.82200 -1.56
O -2.35833 0.53533 0.11529 1.21
C -3.57007 0.23300 2.73854 0.68
C -3.87996 -0.84380 3.56198 -0.14
C -3.79115 -0.75380 4.93978 -0.68
C -3.37835 0.42615 5.53475 -0.68
C -3.04415 1.50533 4.73546 -0.85
C -3.13799 1.40434 3.35804 -0.32
C -4.16602 -1.68609 0.43101 0.85
C -5.32539 -2.34165 0.83186 -0.12
C -5.55669 -3.66619 0.50386 -0.88
C -4.62247 -4.37393 -0.23369 -0.83
C -3.45404 -3.74641 -0.62902 -0.57
C -3.23767 -2.42324 -0.29348 0.05
H -6.28427 1.79014 -1.47519 0.53
H -5.62489 0.14976 -1.46553 0.29
H -4.54965 1.53214 -1.70724 0.18
H -5.65064 3.39719 0.28262 0.54
H -3.92514 3.03927 0.21133 0.27
H -4.80339 2.87921 1.73614 0.32
H -7.24587 1.68272 0.88158 0.49
H -6.32239 0.84573 2.13014 0.29
H -6.88084 -0.02581 0.69296 0.37
H -4.19238 -1.77329 3.10946 0.23
H -4.04437 -1.60909 5.55241 0.42
H -3.30850 0.49900 6.61227 0.36
H -2.70626 2.42945 5.18520 0.44
H -2.86550 2.25553 2.75335 0.44
H -6.06360 -1.82178 1.42570 0.33
H -6.47078 -4.14987 0.82822 0.39
H -4.80685 -5.40831 -0.49331 0.37
H -2.70731 -4.28071 -1.19940 0.48
H -2.31727 -1.94125 -0.58728 -0.10
S -1.43305 -1.67678 -3.11206 -0.18
C -1.70010 -0.15691 -3.71589 0.63
N -0.64825 0.54965 -4.24313 0.39
C -0.77712 1.77178 -4.79054 0.01
C -1.98958 2.38425 -4.84926 -1.06
C -3.11217 1.71067 -4.30870 0.05
C -2.97048 0.47285 -3.76477 -0.92
H 0.26264 0.08701 -4.23807 -0.46
H 0.12805 2.21953 -5.17154 0.43
H -2.09442 3.36100 -5.28944 0.42
H -4.07933 2.18883 -4.33216 0.45
H -3.79967 -0.07066 -3.34474 0.38
```

Results
HOMO energy = -4.69 eV
Total charge = -1
Orbital gap = 0.25773 hartree

A 6-piece molecular cluster, C54H59ClNO22 overall, computed with the ωB97M-V functional and the def2-TZVPD basis.

XYZ file:
```
137
Properties=species:S:1:pos:R:3:mulliken_charge:R:1
C -2.43649 2.40792 2.61536 -0.97
C -3.15955 1.08195 2.40170 -0.40
C -3.80426 0.90166 1.02208 -0.94
C -2.92990 0.18064 -0.00383 -0.60
C -1.53693 0.77604 -0.19739 -0.86
C -0.81855 0.25344 -1.45391 1.52
C -0.25714 1.35548 -2.36290 -0.92
C 0.92123 0.84296 -3.20583 -1.15
C 2.23485 0.78447 -2.40944 1.11
C 3.03702 2.04188 -2.40556 -0.49
C 2.54751 3.45106 -2.28402 -0.75
O 3.46718 4.29141 -1.65959 -0.48
C 3.67760 3.99942 -0.27147 0.09
C 3.93964 5.30762 0.47482 -0.85
O 2.85256 5.73349 1.25216 -0.41
C 2.76246 5.19466 2.56113 -0.33
C 1.77445 4.03645 2.66170 -0.99
N 4.29769 1.80805 -2.49045 0.07
C 4.64116 0.38416 -2.48921 -0.84
C 3.29293 -0.25024 -2.86100 1.22
Cl 3.29544 -0.31404 -4.68289 -0.21
C 3.06197 -1.67632 -2.35162 -1.00
C 2.52862 -1.79838 -0.93663 0.61
C 3.11302 -1.20088 0.18157 -0.07
C 2.54435 -1.32838 1.43260 -1.09
C 1.38963 -2.06487 1.60391 -0.42
C 0.81198 -2.68352 0.50811 -0.86
C 1.38012 -2.54688 -0.74532 -0.30
H -1.71797 2.62326 1.82324 0.09
H -1.88510 2.40086 3.55701 0.32
H -3.15117 3.23074 2.64234 0.36
H -2.48673 0.24228 2.60125 0.26
H -3.94525 1.01294 3.15792 0.38
H -4.09918 1.87529 0.61793 0.42
H -4.72115 0.32163 1.13931 0.36
H -2.84340 -0.86698 0.30325 0.27
H -3.43426 0.18662 -0.97419 0.37
H -1.65215 1.86101 -0.29129 0.27
H -0.91556 0.57079 0.67616 0.38
H -1.51602 -0.34335 -2.04784 0.50
H -0.00965 -0.42232 -1.16275 -1.32
H -1.04551 1.64047 -3.05576 -0.23
H 0.03182 2.20648 -1.74961 0.35
H 0.69127 -0.18207 -3.50564 0.42
H 1.06555 1.42712 -4.11546 0.60
H 1.98380 0.53763 -1.36854 0.01
H 1.57346 3.47101 -1.79694 0.46
H 2.40263 3.80992 -3.31036 0.36
H 4.51732 3.30552 -0.15072 0.20
H 2.78355 3.52665 0.14367 0.22
H 4.12600 6.08428 -0.26833 0.33
H 4.84317 5.21537 1.08765 0.39
H 2.44449 6.00495 3.21823 0.37
H 3.75428 4.88496 2.90822 0.28
H 0.92939 4.22804 1.99985 0.25
H 2.22271 3.07938 2.38815 0.22
H 1.39742 3.95105 3.68016 0.45
H 4.96311 2.57392 -2.49009 0.43
H 5.45003 0.14269 -3.17266 0.44
H 4.95781 0.11010 -1.48485 0.30
H 3.99363 -2.23688 -2.46838 0.60
H 2.34053 -2.14496 -3.02013 -0.11
H 4.02610 -0.62884 0.10007 0.25
H 3.01055 -0.85576 2.28762 0.53
H 0.95715 -2.15417 2.59163 0.53
H -0.09025 -3.26784 0.62772 0.43
H 0.90829 -3.02489 -1.59553 0.52
C 3.41946 -2.71343 7.55362 -1.07
C 2.70443 -3.16104 6.51144 0.37
C 1.75211 -2.27120 5.74412 1.07
O 1.17718 -2.78157 4.79547 -0.66
C 1.58235 -0.90044 6.16191 -1.16
C 2.29214 -0.45041 7.20930 0.42
C 3.27133 -1.33275 7.95620 1.02
O 3.87718 -0.79744 8.86448 -0.63
O 2.20925 0.77623 7.68314 -0.59
O 2.76509 -4.39879 6.05205 -0.57
H 4.10708 -3.33980 8.10398 0.48
H 0.88000 -0.27995 5.62314 0.62
H 2.80416 0.82645 8.46021 0.36
H 2.14640 -4.44687 5.29781 0.36
C -4.37826 2.93737 -7.04845 -0.66
C -4.39542 2.63911 -5.74329 -0.06
C -3.38403 1.71520 -5.11353 1.24
O -3.48776 1.52075 -3.91207 -0.64
C -2.36917 1.11532 -5.94885 -1.12
C -2.35561 1.40475 -7.25879 0.31
C -3.36076 2.34668 -7.88797 0.98
O -3.23593 2.54068 -9.08174 -0.64
O -1.48266 0.91347 -8.11708 -0.60
O -5.29994 3.10305 -4.89387 -0.61
H -5.10795 3.58875 -7.50779 0.49
H -1.66005 0.43696 -5.49394 0.64
H -1.71804 1.29315 -8.98895 0.38
H -5.07497 2.73493 -4.01830 0.35
C -8.68977 -1.10398 -5.00063 -0.97
C -7.41068 -0.85104 -5.30499 0.31
C -7.01133 -0.07019 -6.53605 1.15
O -5.81453 0.11275 -6.69689 -0.57
C -8.04021 0.40859 -7.42592 -1.13
C -9.32400 0.15530 -7.12585 0.35
C -9.72781 -0.61319 -5.88504 1.05
O -10.91981 -0.77003 -5.70959 -0.61
O -10.34439 0.54502 -7.86386 -0.57
O -6.38052 -1.24617 -4.57045 -0.61
H -8.98436 -1.65957 -4.12182 0.45
H -7.74427 0.95768 -8.30856 0.47
H -11.15196 0.23191 -7.40917 0.38
H -5.58214 -0.92238 -5.03105 0.31
C 0.35565 -5.23946 -5.22232 -1.08
C 0.15215 -6.31199 -6.00546 0.27
C 1.07899 -6.66399 -7.15200 1.04
O 0.80035 -7.66446 -7.78102 -0.60
C 2.21277 -5.80223 -7.42050 -0.96
C 2.40871 -4.73308 -6.63861 0.31
C 1.49331 -4.39644 -5.48491 0.88
O 1.79086 -3.40145 -4.83823 -0.36
O 3.40747 -3.87542 -6.78934 -0.60
O -0.85101 -7.15119 -5.85774 -0.57
H -0.30067 -4.98449 -4.40242 0.48
H 2.86382 -6.05177 -8.24610 0.45
H 3.29733 -3.20550 -6.08683 0.31
H -0.74944 -7.83295 -6.55282 0.38
C 1.96690 -0.20579 14.63679 -1.02
C 1.95399 0.74291 13.69020 0.37
C 2.62794 0.55355 12.35021 1.11
O 2.52733 1.47302 11.55411 -0.67
C 3.32933 -0.68186 12.08878 -1.15
C 3.34034 -1.63321 13.03324 0.39
C 2.65029 -1.45419 14.36774 0.99
O 2.71744 -2.39054 15.14142 -0.63
O 3.94059 -2.80371 12.90080 -0.58
O 1.35667 1.91599 13.82504 -0.57
H 1.48469 -0.08105 15.59580 0.43
H 3.81801 -0.79037 11.13175 0.60
H 3.78119 -3.28573 13.73709 0.38
H 1.50386 2.39546 12.98663 0.37
```

Results
HOMO energy = -10.72 eV
Total charge = +1
Orbital gap = 0.26613 hartree